No. 1
Computed, not measured: a structure of composition C38H76F6HgN5O8S2 in a non-equilibrium geometry, with wB97M-V/def2-TZVPD.

Calculated values
Kohn-Sham gap in Ha: 0.105
Relative energy (zero: lowest compared OMol25 entry of this formula, charge and spin) in eV: 0.000
Highest occupied orbital energy in hartree: -0.3477

Structure (ORCA input):
```
! wB97M-V def2-TZVPD RIJCOSX def2/J DEFGRID3
* xyz 1 1
Hg -0.942 -1.575 -3.397
C -1.896 1.511 -0.732
F -1.881 0.973 0.480
F -3.021 1.031 -1.321
F -1.909 2.801 -0.559
S -0.356 0.910 -1.713
O -0.772 0.826 -3.114
O 0.653 1.874 -1.459
N -0.124 -0.730 -1.515
S 1.000 -0.886 -0.341
O 2.374 -0.783 -0.751
O 0.544 -0.170 0.844
C 0.851 -2.729 0.233
F 1.356 -3.530 -0.733
F 1.727 -2.828 1.226
F -0.348 -3.181 0.502
C -2.188 -5.708 4.159
C -0.823 -5.184 4.683
C -0.984 -4.449 6.006
C -1.043 -5.282 7.269
C 0.112 -6.278 7.322
C 0.241 -7.255 6.087
N 0.075 -6.402 4.860
O 0.051 -7.192 3.698
C 1.624 -7.892 6.105
C -0.890 -8.290 6.232
C -0.147 -4.325 3.609
H -2.198 -6.278 3.230
H -2.916 -4.914 3.975
H -2.542 -6.412 4.912
H -0.157 -3.740 6.133
H -1.813 -3.737 5.941
H -2.014 -5.775 7.172
H -1.015 -4.633 8.141
H -0.167 -7.050 8.045
H 1.027 -5.844 7.724
H 2.477 -7.214 6.057
H 1.840 -8.476 7.003
H 1.716 -8.606 5.283
H -0.791 -8.835 7.171
H -1.882 -7.855 6.138
H -0.791 -9.018 5.424
H 0.013 -4.754 2.612
H 0.938 -4.169 3.664
H -0.645 -3.360 3.516
H 0.745 -6.741 3.203
C -5.162 -2.407 -1.828
C -3.777 -2.952 -2.306
C -3.838 -4.483 -2.467
C -4.495 -4.969 -3.753
C -3.849 -4.284 -4.991
C -3.746 -2.756 -4.842
N -3.285 -2.284 -3.512
O -3.185 -0.868 -3.386
C -2.637 -2.309 -5.822
C -5.152 -2.162 -5.186
C -2.891 -2.707 -1.118
H -5.487 -2.820 -0.877
H -5.979 -2.435 -2.554
H -5.173 -1.321 -1.673
H -2.842 -4.925 -2.468
H -4.559 -4.886 -1.756
H -5.546 -4.678 -3.841
H -4.505 -6.053 -3.856
H -4.420 -4.553 -5.885
H -2.962 -4.811 -5.364
H -2.254 -1.300 -5.664
H -1.839 -3.025 -5.592
H -2.908 -2.593 -6.838
H -5.198 -1.732 -6.181
H -6.035 -2.682 -4.814
H -5.286 -1.363 -4.445
H -1.880 -3.111 -1.256
H -3.227 -3.105 -0.163
H -2.685 -1.642 -0.977
H -4.109 -0.593 -3.252
C 2.518 3.960 -2.301
C 3.322 4.771 -3.360
C 4.783 4.351 -3.255
C 5.083 2.987 -3.881
C 4.507 2.983 -5.295
C 3.028 3.462 -5.543
N 2.860 4.682 -4.732
O 1.659 5.382 -5.030
C 2.730 3.737 -7.036
C 2.096 2.372 -4.962
C 3.399 6.276 -3.003
H 2.300 4.358 -1.313
H 2.866 2.933 -2.179
H 1.550 3.750 -2.762
H 5.438 5.051 -3.780
H 5.085 4.361 -2.207
H 4.678 2.124 -3.349
H 6.165 2.907 -3.991
H 4.574 2.003 -5.777
H 5.257 3.522 -5.883
H 3.100 4.718 -7.352
H 3.241 3.117 -7.775
H 1.664 3.787 -7.256
H 1.072 2.722 -4.817
H 2.044 1.456 -5.563
H 2.380 1.952 -3.996
H 4.009 6.876 -3.674
H 3.845 6.251 -2.007
H 2.386 6.670 -2.914
H 1.991 6.169 -5.474
C 3.076 5.779 1.918
C 1.543 5.694 1.644
C 1.241 4.145 1.309
C 1.235 3.370 2.674
C 0.343 4.089 3.667
C 0.626 5.564 3.989
N 0.806 6.257 2.737
O 1.087 7.638 2.955
C -0.696 6.050 4.641
C 1.793 5.628 5.021
C 1.194 6.422 0.325
H 3.294 5.781 2.984
H 3.652 4.968 1.469
H 3.503 6.700 1.516
H 0.296 3.967 0.794
H 2.029 3.641 0.752
H 0.914 2.335 2.567
H 2.258 3.452 3.055
H 0.147 3.366 4.459
H -0.602 4.236 3.125
H -1.476 6.231 3.896
H -0.628 7.071 5.023
H -1.021 5.283 5.340
H 2.394 6.525 4.864
H 2.453 4.764 4.978
H 1.361 5.715 6.018
H 1.877 6.380 -0.519
H 0.345 5.847 -0.059
H 0.772 7.402 0.540
H 0.355 7.972 2.427
*
```

Here are the Mulliken charges for atoms 1 to 2, given in e: 1.4027, 0.5170

=====

No. 2
Computed, not measured: a cluster of 13 separate species, C38H76O46S7 in total in a non-equilibrium geometry, with wB97M-V/def2-TZVPD.

Calculated values
Kohn-Sham gap in Ha: 0.391
Relative energy (zero: lowest compared OMol25 entry of this formula, charge and spin) in eV: 7.833
Highest occupied orbital energy in hartree: -0.3919

Structure (ORCA input):
```
! wB97M-V def2-TZVPD RIJCOSX def2/J DEFGRID3
* xyz 0 1
C -4.517 4.957 -7.005
C -4.581 4.819 -8.514
O -5.772 5.383 -9.018
C -6.765 4.611 -9.187
O -6.799 3.394 -9.052
O -7.831 5.382 -9.526
C -8.956 4.761 -10.053
H -4.485 6.001 -6.693
H -3.667 4.399 -6.613
H -5.414 4.439 -6.665
H -4.520 3.777 -8.827
H -3.781 5.362 -9.017
H -9.550 5.511 -10.575
H -9.605 4.274 -9.325
H -8.711 3.921 -10.703
C 1.798 -4.962 -6.128
C 0.749 -4.483 -7.161
O 1.120 -4.823 -8.511
C 0.571 -4.456 -9.655
O 0.969 -4.926 -10.734
O -0.333 -3.446 -9.419
C -1.034 -2.773 -10.495
H 1.804 -6.052 -6.101
H 1.468 -4.605 -5.153
H 2.815 -4.631 -6.340
H 0.532 -3.415 -7.124
H -0.202 -4.933 -6.877
H -1.918 -3.383 -10.682
H -0.493 -2.593 -11.424
H -1.493 -1.865 -10.107
C 10.326 0.070 -0.954
C 10.380 -0.012 -2.496
O 10.461 1.193 -3.199
C 10.643 1.225 -4.549
O 10.822 0.187 -5.227
O 10.514 2.465 -4.971
C 10.597 2.789 -6.294
H 11.353 -0.083 -0.622
H 9.652 -0.708 -0.597
H 9.931 1.019 -0.592
H 9.651 -0.675 -2.962
H 11.264 -0.610 -2.721
H 11.394 3.488 -6.549
H 9.745 3.300 -6.742
H 10.833 1.909 -6.893
C -7.784 1.203 3.067
C -8.972 1.826 2.382
O -9.205 3.146 2.948
C -9.827 3.133 4.081
O -10.012 2.183 4.867
O -10.094 4.448 4.393
C -10.493 4.754 5.677
H -7.107 1.990 3.401
H -7.194 0.507 2.471
H -8.084 0.733 4.004
H -9.914 1.360 2.092
H -8.701 2.223 1.404
H -11.193 4.055 6.134
H -10.794 5.802 5.686
H -9.611 4.693 6.315
C -9.630 -5.338 -2.473
C -8.983 -5.008 -1.173
O -7.585 -4.931 -1.238
C -6.808 -6.053 -1.097
O -7.178 -7.162 -1.107
O -5.512 -5.625 -1.048
C -4.428 -6.573 -1.072
H -10.709 -5.485 -2.410
H -9.170 -6.183 -2.984
H -9.394 -4.419 -3.009
H -9.312 -5.729 -0.424
H -9.223 -4.077 -0.660
H -4.565 -7.441 -0.427
H -3.492 -6.060 -0.852
H -4.315 -6.966 -2.082
C 5.175 -2.843 10.580
C 5.578 -1.468 11.021
O 5.596 -1.388 12.428
C 6.321 -0.383 12.981
O 6.901 0.544 12.389
O 6.484 -0.737 14.219
C 7.200 0.020 15.099
H 5.971 -3.587 10.602
H 4.680 -2.879 9.610
H 4.475 -3.093 11.378
H 4.775 -0.771 10.783
H 6.550 -1.263 10.571
H 8.170 -0.410 15.350
H 6.591 0.156 15.993
H 7.485 1.025 14.787
C -2.674 -5.325 7.553
C -2.098 -4.337 6.475
O -1.976 -5.218 5.323
S -1.438 -6.693 5.776
O -0.046 -6.565 6.181
O -1.816 -7.802 4.884
O -2.423 -6.686 7.104
H -3.759 -5.245 7.626
H -2.285 -5.105 8.547
H -1.150 -3.852 6.704
H -2.949 -3.766 6.103
C -4.898 2.069 8.839
C -4.691 3.623 8.831
O -3.337 3.905 8.527
S -2.601 2.549 7.880
O -1.350 2.239 8.568
O -2.765 2.633 6.401
O -3.760 1.478 8.311
H -5.741 1.723 8.241
H -5.090 1.620 9.813
H -4.890 4.085 9.798
H -5.293 4.147 8.089
C 5.731 -10.274 0.685
C 4.259 -9.988 0.822
O 3.800 -10.407 -0.447
S 4.586 -11.760 -0.944
O 4.753 -11.759 -2.421
O 3.909 -12.829 -0.201
O 5.946 -11.256 -0.206
H 6.322 -10.550 1.559
H 6.104 -9.351 0.242
H 4.026 -8.923 0.833
H 3.762 -10.421 1.690
C -2.490 8.209 2.974
C -1.888 8.946 1.746
O -2.389 8.479 0.536
S -3.541 7.347 0.742
O -2.960 6.023 0.692
O -4.717 7.623 -0.018
O -3.754 7.784 2.361
H -2.429 8.738 3.925
H -1.844 7.395 3.302
H -0.801 8.875 1.708
H -2.025 10.026 1.772
C 6.432 5.426 -0.184
C 7.775 6.213 -0.499
O 7.461 7.541 -0.029
S 5.820 7.948 -0.009
O 5.432 8.657 -1.203
O 5.514 8.525 1.303
O 5.392 6.397 -0.229
H 6.426 4.922 0.782
H 6.266 4.596 -0.870
H 8.129 6.292 -1.527
H 8.595 5.757 0.058
C 1.230 1.073 0.145
C 0.284 -0.106 -0.136
O 0.873 -1.260 0.479
S 2.424 -1.004 0.983
O 3.390 -2.026 0.543
O 2.448 -0.735 2.435
O 2.471 0.472 0.156
H 1.104 1.429 1.167
H 1.160 1.841 -0.625
H 0.174 -0.231 -1.213
H -0.701 0.136 0.264
C 4.518 1.958 -10.186
C 3.030 2.331 -9.988
O 2.924 2.633 -8.592
S 4.138 2.049 -7.628
O 3.609 0.923 -6.845
O 4.755 3.174 -6.950
O 5.100 1.683 -8.935
H 4.991 2.836 -10.624
H 4.841 1.137 -10.826
H 2.261 1.610 -10.263
H 2.780 3.266 -10.490
*
```

Here are the Mulliken charges for atoms 1 to 2, given in e: -0.9790, -0.2698